# 1
{"formula": "CH9N2O", "method": "the ωB97M-V functional and the def2-TZVPD basis", "elements": ["C", "H", "H", "H", "H", "H", "O", "N", "N", "H", "H", "H", "H"], "xyz": [[-0.54577, -0.77280, 0.85790], [1.50825, -0.92059, 0.79225], [-0.46267, -1.33450, 1.79008], [-2.43081, -0.04700, 0.66226], [0.98127, 0.51162, 1.43302], [0.64224, 1.38469, -1.89242], [0.93589, 0.48907, -2.10374], [-1.48623, 0.26917, 0.82188], [0.82599, -0.16884, 0.69428], [0.88146, 0.31872, -0.21315], [-1.43370, 0.96564, 1.55533], [1.58763, 0.59230, -2.80661], [-0.62233, -1.44672, 0.01404]], "atomic_forces_ev_per_a": [[0.629, -0.157, 0.467], [0.312, 0.255, -0.301], [-0.166, -0.209, 0.064], [-0.025, 0.145, -0.023], [0.200, 0.069, 0.149], [-0.096, 0.077, -0.523], [-0.094, 0.228, 0.595], [-0.256, 0.520, -0.535], [-0.291, 0.138, 0.277], [0.404, -0.486, -0.285], [-0.173, -0.374, 0.162], [0.032, -0.046, 0.008], [-0.476, -0.159, -0.055]], "lowdin_charge": [-0.244, 0.174, 0.133, 0.104, 0.164, 0.062, -0.043, 0.043, 0.189, 0.103, 0.099, 0.074, 0.141], "gap_ev": 11.081, "energy_ha": -228.002443, "multiplicity": 1, "charge": 1}



# 2
{"formula": "CH9N2O2", "method": "the ωB97M-V functional and the def2-TZVPD basis", "elements": ["H", "H", "H", "H", "H", "H", "C", "N", "H", "H", "O", "H", "O", "N"], "xyz": [[-0.95243, 0.18747, 0.59349], [1.68697, -2.03239, -0.07324], [-0.71496, 2.48409, 1.64080], [0.12802, 1.05815, -2.70038], [-0.05048, 2.68111, 0.26251], [-1.95539, -1.10124, 1.38659], [-0.14894, -1.60464, 0.70109], [-1.12998, -0.76940, 0.91703], [1.45404, 1.14208, -1.93400], [0.69245, -0.87518, -0.94987], [-0.37873, 2.02501, 0.85526], [-0.09452, -2.50183, 1.32021], [0.58845, 0.75070, -1.91476], [0.87549, -1.44394, -0.10472]], "atomic_forces_ev_per_a": [[-0.816, 0.247, 0.096], [-0.099, -0.361, 0.035], [0.203, -0.031, -0.367], [0.006, 0.004, -0.133], [0.287, 0.756, -0.609], [-0.028, 0.390, 0.198], [0.875, -1.409, 1.308], [1.067, -0.038, -1.090], [0.632, 0.355, -0.138], [0.719, 0.268, 0.535], [-0.566, -0.885, 0.975], [-0.332, 0.070, -0.073], [-0.636, -0.388, 0.219], [-1.312, 1.023, -0.956]], "lowdin_charge": [0.091, 0.134, 0.075, 0.073, 0.038, 0.142, -0.182, 0.202, 0.058, 0.098, -0.042, 0.159, -0.033, 0.188], "gap_ev": 12.194, "energy_ha": -303.275826, "multiplicity": 1, "charge": 1}



# 3
{"formula": "CH9N3", "method": "the ωB97M-V functional and the def2-TZVPD basis", "elements": ["H", "H", "H", "H", "H", "H", "H", "H", "H", "N", "N", "N", "C"], "xyz": [[0.51262, -0.65502, -1.90755], [-0.97369, -2.37271, 1.71647], [1.84747, 2.17245, -1.08187], [0.24120, 2.41947, -1.64475], [-2.40398, -1.79336, 2.04721], [-1.35244, -0.82488, 1.29658], [-0.59740, 0.92223, -0.04340], [1.30576, -0.99496, -0.66039], [1.10136, 0.59047, 0.52414], [0.89802, 1.98724, -0.95604], [0.47341, -0.62143, -0.98274], [-1.50236, -1.56848, 2.05424], [0.45002, 0.73897, -0.36190]], "atomic_forces_ev_per_a": [[-0.170, 0.175, -5.101], [-0.183, 0.191, 0.136], [1.408, 0.042, -0.426], [1.293, -0.685, 0.897], [-4.693, -1.162, -0.032], [-0.338, -1.481, 1.505], [0.635, -0.027, -0.037], [1.836, -1.334, 0.547], [-0.754, 0.249, -0.132], [-3.001, -0.334, -0.863], [-1.088, 1.788, 4.263], [5.225, 2.425, -1.637], [-0.170, 0.152, 0.880]], "lowdin_charge": [-0.007, 0.011, 0.031, 0.086, -0.073, 0.025, 0.094, 0.025, 0.113, -0.007, 0.027, 0.024, -0.349], "smiles": "NCN.N", "gap_ev": 10.228, "energy_ha": -207.718371, "multiplicity": 1}



# 4
{"formula": "CH9N3O2", "method": "the ωB97M-V functional and the def2-TZVPD basis", "elements": ["H", "H", "H", "H", "H", "O", "C", "N", "H", "H", "N", "N", "H", "O", "H"], "xyz": [[0.56902, -0.98808, -2.42931], [-0.56715, -0.35242, 1.24413], [1.06022, -2.02050, 0.17113], [-1.66706, 1.40827, -0.66148], [2.24084, -1.72254, -0.99021], [0.72048, 1.00643, 0.38121], [-0.56510, 0.67296, 0.76080], [0.36584, -1.66296, -1.69397], [-0.68259, 1.55458, 2.58316], [1.15410, 0.17347, -0.07193], [-1.11494, 1.63155, 1.67563], [1.34019, -1.41065, -0.62823], [-0.53713, -1.38519, -1.31226], [-1.39695, 0.53137, -0.35471], [-0.91978, 2.56370, 1.32604]], "atomic_forces_ev_per_a": [[-0.088, 0.027, 0.271], [-0.145, 0.972, -0.305], [0.598, 0.434, -1.051], [0.093, -0.161, 0.076], [-0.286, -0.216, 0.338], [0.981, -0.704, -0.594], [0.276, -1.104, 0.704], [0.053, -0.363, 0.010], [0.138, -0.028, 0.084], [-0.883, 1.185, 0.746], [-0.207, 0.005, -0.108], [-0.323, -0.297, 0.397], [0.192, 0.200, -0.135], [-0.493, -0.010, -0.468], [0.093, 0.059, 0.036]], "lowdin_charge": [0.070, 0.152, 0.108, 0.098, 0.089, -0.065, -0.628, -0.045, 0.075, 0.059, 0.077, -0.088, 0.045, -0.026, 0.080], "smiles": "NC(O)O.NN", "gap_ev": 9.734, "energy_ha": -358.205569, "multiplicity": 1}



# 5
{"formula": "CH9N3O2", "method": "the ωB97M-V functional and the def2-TZVPD basis", "elements": ["H", "H", "H", "O", "H", "C", "O", "N", "H", "H", "H", "N", "N", "H", "H"], "xyz": [[0.26000, 0.27384, 0.36547], [-0.74264, 1.28118, -3.22497], [2.17120, -2.48356, 0.69948], [-0.67735, 0.44710, 3.80035], [0.39780, -0.94480, -2.49420], [-0.47589, 0.28812, -1.35485], [1.71615, -1.56156, 0.92238], [-1.11921, 0.96006, -2.35017], [-0.69481, -0.25398, 4.53002], [-1.88659, 1.48159, -1.95229], [1.39399, -1.50105, 0.01101], [-0.43328, 0.81244, -0.06876], [0.27589, -0.76203, -1.46271], [-0.20233, 0.32573, 2.91708], [0.01705, 1.63694, -0.33783]], "atomic_forces_ev_per_a": [[0.860, -1.389, 2.012], [0.194, -0.588, -0.454], [-0.947, 2.589, 1.699], [0.059, -0.121, -0.232], [0.554, -0.224, 0.969], [-0.553, 1.911, 0.482], [1.378, -3.235, -1.730], [-0.294, -0.699, 2.427], [0.739, 1.002, -2.500], [-0.242, 0.552, -0.419], [-0.377, 0.558, 0.174], [-1.096, -0.493, -2.970], [0.196, -1.932, -3.129], [-0.775, -0.925, 2.784], [0.303, 2.995, 0.887]], "lowdin_charge": [0.072, 0.150, 0.129, -0.128, 0.154, -0.440, -0.112, 0.262, 0.084, 0.141, -0.046, 0.268, 0.309, 0.037, 0.120], "gap_ev": [9.078, 4.344], "energy_ha": -357.857030, "multiplicity": 2, "charge": 1}



# 6
{"formula": "CH9N5P4", "method": "the ωB97M-V functional and the def2-TZVPD basis", "elements": ["P", "H", "H", "N", "N", "P", "N", "P", "H", "H", "P", "H", "N", "H", "H", "H", "N", "H", "C"], "xyz": [[-3.22722, 0.79008, 0.65688], [2.55248, -2.54098, -1.66964], [0.44915, -0.84058, -1.38442], [0.12611, 1.39227, -0.74011], [-2.39645, 2.14031, 0.07694], [1.33168, 0.36941, 0.02526], [1.47732, -0.69138, -1.20443], [-1.00288, -1.39396, 0.84071], [-0.98546, -2.03687, 2.12734], [-2.96891, 2.98565, 0.14861], [-0.67695, 2.41163, 0.41445], [-0.67658, 3.55638, -0.37801], [-2.28160, -0.40539, 1.02943], [0.36359, 1.46405, -1.67919], [1.76188, -2.70193, -0.17392], [3.17133, -1.73721, -0.41128], [0.31312, -0.50481, 1.14401], [0.41046, -0.25356, 2.04708], [2.25895, -2.00313, -0.86972]], "atomic_forces_ev_per_a": [[0.517, -1.403, 0.499], [0.375, -1.391, -3.258], [1.324, -0.849, -0.612], [-0.053, -0.870, 3.226], [0.403, -0.216, 0.694], [0.184, 1.080, 2.576], [-0.668, -3.050, -1.170], [-1.089, -2.153, -0.479], [-0.278, 0.096, -0.439], [0.187, -0.299, -0.286], [0.113, -0.684, -1.568], [0.099, 0.648, -0.066], [-2.384, 2.209, -0.461], [-0.181, 1.014, -2.068], [-0.285, 0.631, -0.238], [0.977, 0.738, 0.766], [2.357, 0.830, -2.886], [0.735, 1.211, 3.536], [-2.334, 2.457, 2.235]], "lowdin_charge": [0.693, 0.019, 0.036, -0.479, -0.572, 0.641, -0.312, 0.587, -0.053, -0.002, 0.739, -0.086, -0.648, -0.001, 0.065, 0.043, -0.507, -0.041, -0.122], "smiles": "CNp1[nH][pH]np[nH][pH][nH]1", "gap_ev": 8.505, "energy_ha": -1682.718127, "multiplicity": 1}



# 7
{"formula": "CH9NO3", "method": "the ωB97M-V functional and the def2-TZVPD basis", "elements": ["N", "H", "H", "C", "O", "H", "H", "H", "H", "H", "H", "O", "H", "O"], "xyz": [[0.20621, 0.67898, 1.60390], [-0.17022, -0.26742, 1.69494], [-0.06773, 1.42104, -1.03343], [-0.40705, 1.72505, 1.92414], [-0.06829, -1.11507, -2.25679], [0.07429, 2.69718, 1.85867], [-0.01527, -2.74582, 0.43349], [0.71462, -1.58019, -2.60069], [-0.74225, -1.69591, -0.40310], [1.18251, 1.40899, -0.23930], [-1.47415, 1.71090, 2.17997], [-0.66820, -2.01554, 0.50036], [0.33203, -0.34794, -1.83401], [0.87952, 1.22066, -1.12669]], "atomic_forces_ev_per_a": [[1.711, 0.153, 0.188], [-0.732, 0.539, -0.194], [0.360, 0.031, -0.236], [-1.236, -0.807, -0.169], [0.354, -0.748, -0.302], [0.119, 0.054, -0.062], [-0.671, 0.742, 0.092], [-0.576, 0.093, 0.076], [0.093, 0.058, -0.522], [0.396, -0.355, 0.630], [0.101, 0.205, 0.362], [0.597, -0.864, 0.433], [0.291, 0.512, 0.231], [-0.808, 0.386, -0.529]], "lowdin_charge": [0.022, 0.033, 0.056, -0.133, -0.071, 0.061, 0.062, 0.061, -0.005, 0.012, 0.068, -0.079, -0.022, -0.065], "smiles": "C=N.O.O.O", "gap_ev": 10.713, "energy_ha": -323.942906, "multiplicity": 1}



# 8
{"formula": "CH9NO5", "method": "the ωB97M-V functional and the def2-TZVPD basis", "elements": ["O", "N", "O", "H", "O", "H", "H", "H", "O", "H", "H", "H", "H", "H", "C", "O"], "xyz": [[0.11416, -1.43218, -0.68179], [-2.16008, -0.98516, -1.01071], [-1.03606, -0.12956, 0.84021], [-2.44706, -1.98599, -1.06862], [1.26600, 1.63240, 0.36709], [-0.20184, 0.42076, 0.83200], [-1.52508, 1.41186, 2.32302], [0.75384, 2.34582, 0.63920], [-1.05194, 2.30405, 2.29188], [-1.66186, 2.92423, 1.90865], [-2.83448, -0.22553, -0.79886], [3.66124, -1.47491, -2.57057], [2.09904, 2.04768, 0.06115], [2.68515, -2.14823, -1.50157], [-0.93605, -0.81686, -0.33677], [3.23383, -1.31451, -1.65849]], "atomic_forces_ev_per_a": [[-3.570, 2.420, 1.125], [0.443, 0.392, 0.819], [1.104, 1.155, -1.642], [0.138, 1.627, -0.205], [2.000, -1.306, -1.036], [-0.402, -0.660, 0.522], [0.837, 1.918, -0.196], [-1.603, 2.045, 1.047], [-0.275, -1.991, 0.356], [-0.569, 0.242, -0.186], [0.353, -1.523, -0.028], [-1.067, 0.318, 2.214], [-0.637, -0.754, 0.168], [0.963, 1.820, -0.315], [2.190, -3.672, -0.753], [0.096, -2.032, -1.890]], "lowdin_charge": [0.036, 0.121, 0.041, 0.122, -0.022, 0.085, 0.071, -0.016, -0.067, 0.028, 0.106, 0.066, 0.080, 0.054, -0.572, -0.133], "smiles": "NC(=O)O.O.O.O", "gap_ev": 10.486, "energy_ha": -474.455559, "multiplicity": 1}



# 9
{"formula": "CH9O4", "method": "the ωB97M-V functional and the def2-TZVPD basis", "elements": ["H", "H", "O", "O", "H", "H", "H", "O", "H", "H", "C", "H", "O", "H"], "xyz": [[-1.43759, -2.77685, -1.43669], [0.24320, 1.35729, 1.37606], [-0.90091, -1.07369, -1.46127], [0.22279, 2.31716, 1.47978], [2.17206, 1.93521, 0.87850], [-1.38172, -3.72359, -0.35847], [1.78704, 3.59295, 0.87082], [-1.76843, -3.68603, -1.24437], [-0.40632, -0.49466, -2.04682], [-0.32372, -1.14068, 1.49021], [1.32588, 2.61327, 0.61748], [1.11864, 2.50639, -0.46192], [-0.07848, -0.49748, 0.79417], [-0.57243, -0.92930, -0.49746]], "atomic_forces_ev_per_a": [[-0.523, -0.411, -0.762], [-0.758, 0.092, 0.561], [0.206, -0.004, 1.190], [0.712, -0.245, -0.908], [-0.463, 0.073, -0.392], [-0.305, -0.787, 0.016], [-0.892, -0.287, -0.407], [0.740, 0.968, 0.656], [0.035, 0.002, 0.088], [-0.013, 0.123, 0.071], [1.572, 0.248, 0.731], [-0.152, 0.270, 0.450], [0.406, 0.012, 1.349], [-0.566, -0.054, -2.644]], "lowdin_charge": [-0.014, 0.007, -0.093, -0.131, 0.079, 0.015, 0.084, -0.090, 0.049, 0.100, -0.175, 0.079, 0.126, -0.035], "gap_ev": [10.532, 6.174], "energy_ha": -344.316041, "multiplicity": 2}



# 10
{"formula": "CH9O6", "method": "the ωB97M-V functional and the def2-TZVPD basis", "elements": ["H", "H", "O", "O", "O", "C", "H", "O", "H", "O", "O", "H", "H", "H", "H", "H"], "xyz": [[-4.57666, -0.10097, 0.38906], [4.28013, -1.64059, -1.00474], [1.95684, 1.83038, 0.72869], [3.89841, -2.13484, -0.18327], [2.29510, -0.11316, -0.22063], [2.72022, 0.97974, 0.20092], [-1.93121, 0.62493, -0.02885], [-0.33395, 0.66660, -0.67102], [0.53020, 0.97184, -0.32282], [-5.35759, -0.67772, 0.34652], [-2.61993, 0.49286, 0.63445], [3.08116, -1.56213, -0.05479], [-0.13144, -0.20220, -0.87940], [-5.50969, -0.82012, -0.62654], [-2.13644, 0.68097, 1.52498], [3.83483, 1.00440, 0.16743]], "atomic_forces_ev_per_a": [[0.246, -0.160, 0.048], [-0.996, -1.431, 2.298], [1.455, 0.244, -0.728], [0.556, 1.327, -2.229], [-0.480, -0.952, -0.966], [-1.136, -0.161, 1.410], [0.790, 0.159, -0.094], [-0.468, 2.506, 0.159], [-0.196, 0.306, 0.381], [-0.407, -0.120, -1.570], [0.109, 0.432, 2.953], [0.926, -0.181, -0.122], [0.630, -2.704, -0.676], [0.326, 0.263, 1.582], [-1.262, -0.542, -2.633], [-0.095, 1.013, 0.187]], "lowdin_charge": [-0.014, 0.061, -0.104, -0.185, -0.133, -0.576, -0.029, -0.053, 0.017, -0.108, -0.119, -0.017, 0.003, 0.048, 0.099, 0.112], "gap_ev": 8.989, "energy_ha": -495.023667, "multiplicity": 1, "charge": -1}